The following is a DFT calculation (ωB97M-V/def2-TZVPD) of a 3-piece molecular cluster, C35H68BrN6O10P3S overall.

Each line ends with the Löwdin charge.
CARTESIAN COORDINATES (ANGSTROEM)
C (2.859, 9.122, 1.028)  -0.094
C (2.717, 9.063, 2.567)  -0.300
O (3.799, 8.337, 3.136)  -0.148
C (3.522, 6.961, 3.305)  -0.187
C (4.504, 6.131, 2.418)  -0.172
O (5.101, 5.039, 3.097)  -0.132
C (4.186, 4.012, 3.396)  -0.195
C (3.779, 3.175, 2.166)  -0.176
O (2.602, 3.781, 1.614)  -0.143
C (2.203, 3.058, 0.439)  -0.147
C (0.734, 2.674, 0.526)  -0.101
C (0.430, 1.441, 1.108)  0.013
C (-0.873, 1.025, 1.221)  0.015
C (-1.936, 1.782, 0.734)  -0.101
C (-3.368, 1.255, 0.898)  -0.138
O (-3.525, 0.847, 2.248)  -0.139
C (-4.185, 1.819, 3.047)  -0.257
C (-3.230, 2.668, 3.911)  -0.068
C (-1.635, 2.999, 0.145)  -0.033
C (-0.306, 3.454, 0.059)  -0.024
C (-0.067, 4.821, -0.562)  -0.250
O (0.934, 5.096, -1.182)  0.122
C (-1.187, 5.830, -0.291)  -0.204
C (-0.838, 7.281, -0.060)  -0.575
Br (0.088, 7.334, 1.694)  0.886
C (0.113, 7.916, -1.111)  -0.276
C (-0.221, 7.565, -2.568)  -0.088
C (-2.443, 5.385, -0.224)  -0.163
P (-3.904, 6.417, 0.146)  0.217
O (-3.982, 7.755, -0.768)  -0.194
O (-5.254, 5.570, -0.170)  -0.212
S (-3.933, 6.778, 2.034)  0.340
C (-2.701, 3.901, -0.438)  -0.286
O (-3.654, 3.473, -1.055)  0.100
H (3.925, 9.275, 0.811)  0.082
H (2.520, 8.199, 0.540)  0.024
H (2.316, 9.985, 0.619)  0.076
H (2.768, 10.101, 2.925)  0.117
H (1.749, 8.652, 2.884)  0.013
H (3.684, 6.629, 4.343)  0.131
H (2.502, 6.672, 3.006)  0.074
H (4.053, 5.844, 1.454)  0.120
H (5.323, 6.823, 2.174)  0.130
H (4.668, 3.318, 4.102)  0.127
H (3.252, 4.356, 3.871)  0.129
H (4.590, 3.183, 1.420)  0.138
H (3.542, 2.159, 2.527)  0.125
H (2.475, 3.582, -0.484)  0.123
H (2.773, 2.114, 0.427)  0.117
H (1.230, 0.809, 1.489)  0.116
H (-1.126, 0.077, 1.701)  0.124
H (-3.476, 0.378, 0.239)  0.141
H (-4.115, 1.987, 0.578)  0.107
H (-4.867, 2.479, 2.489)  0.118
H (-4.818, 1.255, 3.752)  0.116
H (-2.765, 3.498, 3.365)  0.062
H (-3.838, 3.070, 4.738)  0.075
H (-2.465, 2.043, 4.393)  0.078
H (-1.699, 7.939, 0.054)  0.065
H (0.003, 9.008, -1.006)  0.116
H (1.142, 7.687, -0.819)  0.066
H (-1.185, 7.973, -2.903)  0.072
H (0.562, 8.022, -3.193)  0.083
H (-0.202, 6.493, -2.790)  0.065
H (-3.882, 7.559, -1.713)  0.085
H (-5.277, 5.312, -1.107)  0.076
C (1.388, -4.154, 4.831)  -0.126
N (0.288, -4.374, 3.920)  -0.358
C (-1.004, -4.362, 4.594)  -0.132
P (0.235, -4.039, 2.235)  0.728
O (-0.130, -2.571, 2.317)  -0.298
N (1.751, -3.795, 1.430)  -0.315
C (3.059, -4.037, 1.991)  -0.140
C (1.822, -2.617, 0.566)  -0.147
N (0.367, -5.725, 1.905)  -0.312
C (0.793, -6.795, 2.783)  -0.109
C (0.360, -6.104, 0.492)  -0.130
H (1.341, -4.883, 5.648)  0.083
H (1.383, -3.144, 5.261)  0.087
H (2.357, -4.322, 4.370)  0.046
H (-1.581, -5.256, 4.322)  0.073
H (-1.595, -3.481, 4.324)  0.070
H (-0.898, -4.365, 5.678)  0.078
H (3.336, -3.280, 2.737)  0.082
H (3.823, -4.013, 1.208)  0.081
H (3.146, -5.031, 2.433)  0.065
H (2.026, -1.701, 1.137)  0.069
H (0.893, -2.479, 0.017)  0.071
H (2.610, -2.740, -0.182)  0.080
H (1.840, -6.698, 3.082)  0.074
H (0.688, -7.764, 2.289)  0.082
H (0.179, -6.862, 3.681)  0.075
H (1.377, -6.208, 0.103)  0.086
H (-0.157, -5.356, -0.109)  0.066
H (-0.172, -7.046, 0.335)  0.072
C (-0.030, -8.811, -4.472)  -0.123
N (-1.120, -7.991, -3.992)  -0.356
C (-1.780, -8.571, -2.829)  -0.129
P (-1.319, -6.295, -4.173)  0.726
O (-0.469, -5.849, -3.000)  -0.294
N (-0.361, -5.512, -5.386)  -0.320
C (0.443, -6.170, -6.390)  -0.140
C (0.329, -4.296, -4.954)  -0.148
N (-2.538, -6.577, -5.362)  -0.316
C (-2.825, -7.788, -6.103)  -0.108
C (-3.162, -5.387, -5.938)  -0.132
H (-0.391, -9.827, -4.666)  0.083
H (0.803, -8.863, -3.759)  0.087
H (0.361, -8.473, -5.427)  0.047
H (-2.866, -8.604, -2.988)  0.074
H (-1.588, -7.990, -1.920)  0.061
H (-1.452, -9.592, -2.641)  0.080
H (1.351, -6.618, -5.964)  0.084
H (0.763, -5.456, -7.154)  0.081
H (-0.114, -6.932, -6.937)  0.064
H (1.263, -4.520, -4.423)  0.081
H (-0.303, -3.699, -4.300)  0.069
H (0.567, -3.667, -5.817)  0.079
H (-2.008, -8.073, -6.770)  0.075
H (-3.716, -7.659, -6.723)  0.083
H (-3.051, -8.629, -5.449)  0.076
H (-2.677, -5.098, -6.875)  0.083
H (-3.098, -4.545, -5.249)  0.074
H (-4.226, -5.551, -6.130)  0.078

Atoms 1-6, force components in eV/Å:
0.1 0.0 0.4
0.3 0.7 -0.7
-0.8 -0.1 0.3
0.5 -1.3 -0.6
0.3 1.1 0.0
-0.4 0.0 0.1

The SMILES is CCOCCOCCOCc1ccc(COCC)c2c1C(=O)C([C@@H](Br)CC)=C(P(O)(O)=S)C2=O.CN(C)P(=O)(N(C)C)N(C)C.CN(C)P(=O)(N(C)C)N(C)C. The value obtained for the molecular weight is 937.9 g/mol. The value obtained for the total energy is -175553.1887 eV. The calculation puts the HOMO-LUMO gap at 6.81 eV. As for the spin multiplicity: 1. The maximum force comes out at 6.8 eV/A. Its highest occupied orbital energy is -0.2939 hartree.